# 1
A cluster of 3 separate species, C21H36Cl3N2O8 in total. Source: the OMol25 dataset; level of theory: ωB97M-V with the def2-TZVPD basis set.

Last columns: bonded neighbours and bond lengths (Å).
Positions of all 70 atoms, in Å:
1 C 3.0149 -1.2660 -0.5507  C2 1.227, H23 1.124
2 C 3.0318 -0.9437 -1.7342  C1 1.227, C3 1.555
3 C 2.7440 -0.4728 -3.1882  C2 1.555, C4 1.600, H24 1.126, H25 1.140
4 C 1.4865 0.5076 -3.3230  C3 1.600, C5 1.615, C9 1.626, N18 1.506
5 C 1.2786 0.9159 -4.8718  C4 1.615, O6 1.450, H26 1.141, H27 1.141
6 O 1.8671 -0.0434 -5.7864  C5 1.450, N7 1.402
7 N 0.9893 -0.1160 -6.8768  O6 1.402, O8 1.173
8 O 0.7741 -1.2324 -7.1658  N7 1.173
9 C 2.0481 1.8852 -2.6675  C4 1.626, C10 1.584, H28 1.125, H29 1.142
10 C 1.7369 2.0200 -1.1199  C9 1.584, C11 1.603, H30 1.141, H31 1.124
11 C 0.1409 1.9755 -0.9756  C10 1.603, C12 1.612, H32 1.126, H33 1.138
12 C -0.5334 1.2730 -2.2599  C11 1.612, C13 1.590, N18 1.521, H34 1.140
13 C -2.0392 1.0140 -1.8188  C12 1.590, Cl14 1.823, C15 1.629, H35 1.139
14 Cl -2.2361 -0.2204 -0.4919  C13 1.823
15 C -2.7780 2.3860 -1.3436  C13 1.629, C16 1.603, Cl17 1.821, H36 1.127
16 C -4.2558 2.3533 -1.9643  C15 1.603, H37 1.142, H38 1.134, H39 1.134
17 Cl -2.8878 2.4344 0.4730  C15 1.821
18 N 0.2260 0.0180 -2.6606  C4 1.506, C12 1.521, C19 1.498, H40 1.044
19 C -0.6010 -0.9404 -3.4619  N18 1.498, C20 1.587, H41 1.140, H42 1.141
20 C 0.1168 -2.2713 -3.9433  C19 1.587, C21 1.616, H43 1.124, H44 1.141
21 C 0.7450 -3.1441 -2.7371  C20 1.616, Cl22 1.817, H45 1.129, H46 1.138
22 Cl -0.1752 -4.6877 -2.4659  C21 1.817
23 H 3.2235 -1.6988 0.4659  C1 1.124
24 H 2.6965 -1.3877 -3.8427  C3 1.126
25 H 3.6746 0.0871 -3.5333  C3 1.140
26 H 0.1864 1.1491 -5.1046  C5 1.141
27 H 1.8174 1.9009 -5.0764  C5 1.141
28 H 3.1546 2.0175 -2.8188  C9 1.125
29 H 1.5550 2.7833 -3.1728  C9 1.142
30 H 2.0732 3.0674 -0.8165  C10 1.141
31 H 2.2967 1.3106 -0.4524  C10 1.124
32 H -0.0947 1.4406 -0.0128  C11 1.126
33 H -0.1971 3.0569 -0.8727  C11 1.138
34 H -0.6192 1.9971 -3.1364  C12 1.140
35 H -2.6659 0.6372 -2.6926  C13 1.139
36 H -2.1838 3.2526 -1.7506  C15 1.127
37 H -4.1911 2.1891 -3.0924  C16 1.142
38 H -4.8808 1.5194 -1.5174  C16 1.134
39 H -4.7755 3.3495 -1.8149  C16 1.134
40 H 0.4037 -0.4558 -1.7471  N18 1.044
41 H -1.0636 -0.4724 -4.3933  C19 1.140
42 H -1.4985 -1.3493 -2.8884  C19 1.141
43 H 0.8737 -2.1476 -4.7649  C20 1.124
44 H -0.7073 -2.9334 -4.3722  C20 1.141
45 H 0.8094 -2.5643 -1.7704  C21 1.129
46 H 1.7983 -3.4048 -3.0805  C21 1.138
47 C -2.6361 1.9452 7.5799  O48 1.429, H53 1.089, H54 1.091, H55 1.091
48 O -2.2248 0.9557 6.6346  C47 1.429, C49 1.339
49 C -2.5069 1.2593 5.3617  O48 1.339, O50 1.204, O51 1.344
50 O -3.0556 2.2589 4.9754  C49 1.204
51 O -2.0690 0.2514 4.5879  C49 1.344, C52 1.424
52 C -2.3011 0.4387 3.1955  O51 1.424, H56 1.092, H57 1.092, H58 1.090
53 H -2.3567 1.5918 8.5716  C47 1.089
54 H -2.1263 2.8916 7.3930  C47 1.091
55 H -3.7186 2.0781 7.5517  C47 1.091
56 H -1.7764 1.3245 2.8330  C52 1.092
57 H -3.3704 0.5118 2.9886  C52 1.092
58 H -1.9076 -0.4337 2.6732  C52 1.090
59 C 0.4821 -0.7767 5.2959  O60 1.429, H65 1.084, H66 1.092, H67 1.092
60 O 0.7917 -2.1679 5.3985  C59 1.429, C61 1.339
61 C 1.9949 -2.5026 4.9165  O60 1.339, O62 1.208, O63 1.340
62 O 2.7972 -1.7473 4.4226  C61 1.208
63 O 2.1533 -3.8237 5.0769  C61 1.340, C64 1.427
64 C 3.4018 -4.3272 4.6043  O63 1.427, H68 1.091, H69 1.092, H70 1.089
65 H -0.5063 -0.6256 5.7136  C59 1.084
66 H 1.1943 -0.1810 5.8707  C59 1.092
67 H 0.4688 -0.4612 4.2510  C59 1.092
68 H 4.2314 -3.8728 5.1484  C64 1.091
69 H 3.5049 -4.1564 3.5311  C64 1.092
70 H 3.4159 -5.4011 4.7862  C64 1.089

Results
Multiplicity: 1
Net charge: +1
Frontier orbital gap in eV: 9.27
E_tot in eV: -79275.149
M in g/mol: 550.88
HOMO energy in eV: -12.6


# 2
A cluster of 2 separate species, C4H14P2Si in total. Source: the OMol25 dataset; level of theory: ωB97M-V with the def2-TZVPD basis set.

Last columns: bonded neighbours and bond lengths (Å).
Positions of all 21 atoms, in Å:
1 C 2.5791 -2.0116 -0.1774  C3 1.323, H8 1.079, H10 1.147
2 C 0.2143 2.3805 -0.0128  C4 1.521, H11 1.072, H12 1.033, H13 1.070
3 C 3.1152 -1.0275 0.5262  C1 1.323, H14 1.026, H15 1.076
4 C -0.2274 1.1074 -0.7180  C2 1.521, Si5 1.849, H16 1.043, H17 1.096
5 Si -1.3385 0.0365 0.3000  C4 1.849, P6 2.336, P7 2.334, H9 1.457
6 P -2.1333 -1.4556 -1.3119  Si5 2.336, H18 1.421, H19 1.379
7 P -3.4944 0.7657 0.8180  Si5 2.334, H20 1.403, H21 1.424
8 H 2.7933 -2.1821 -1.2214  C1 1.079
9 H -0.7095 -0.5172 1.4924  Si5 1.457
10 H 1.9115 -2.7463 0.3971  C1 1.147
11 H -0.6120 3.0600 0.0494  C2 1.072
12 H 0.6381 2.2971 0.9250  C2 1.033
13 H 0.9649 2.8003 -0.6490  C2 1.070
14 H 2.7422 -0.6832 1.4182  C3 1.026
15 H 3.7198 -0.2970 0.0168  C3 1.076
16 H 0.6190 0.6623 -1.1344  C4 1.043
17 H -0.8216 1.3341 -1.6109  C4 1.096
18 H -0.8470 -1.4331 -1.9152  P6 1.421
19 H -1.9578 -2.4990 -0.4273  P6 1.379
20 H -4.0151 -0.5172 1.0472  P7 1.403
21 H -3.1409 0.9260 2.1881  P7 1.424

Results
Multiplicity: 1
Energy relative to the best compared isomer or geometry (same formula, charge and spin) in kcal/mol: 0.00
Frontier orbital gap in eV: 9.82
E_tot in eV: -30827.939
M in g/mol: 152.19
HOMO energy in eV: -9.0


# 3
A cluster of 2 separate species, C28H49ClN4O5 in total. Source: the OMol25 dataset; level of theory: ωB97M-V with the def2-TZVPD basis set.

Last columns: bonded neighbours and bond lengths (Å).
Positions of all 87 atoms, in Å:
1 C -2.7648 2.8519 -5.3732  C2 1.592, H38 1.141, H39 1.150, H40 1.151
2 C -1.4014 3.6080 -5.6953  C1 1.592, O3 1.260, O4 1.419
3 O -1.4779 4.7141 -6.2949  C2 1.260
4 O -0.0943 3.1318 -5.4153  C2 1.419, C5 1.475
5 C 0.0205 2.6977 -4.0106  O4 1.475, C6 1.623, H41 1.142, H42 1.158
6 C 1.5670 2.3468 -3.6636  C5 1.623, C7 1.636, H43 1.137, H44 1.146
7 C 1.6352 1.8684 -2.1002  C6 1.636, C8 1.598, H45 1.137, H46 1.154
8 C 1.5174 0.2750 -2.1154  C7 1.598, C9 1.609, H47 1.157, H48 1.160
9 C 1.4097 -0.4734 -0.6950  C8 1.609, C10 1.632, N19 1.510, C30 1.597
10 C 1.8585 0.6246 0.4253  C9 1.632, C11 1.625, H49 1.156, H50 1.148
11 C 2.0227 -0.0428 1.8973  C10 1.625, C12 1.596, H51 1.159, H52 1.139
12 C 3.1518 0.6435 2.7920  C11 1.596, C13 1.627, H53 1.158, H54 1.155
13 C 3.1070 0.1672 4.3475  C12 1.627, N14 1.484, H55 1.141, H56 1.154
14 N 1.7718 -0.3297 4.7639  C13 1.484, C15 1.453, C18 1.449
15 C 1.3077 -1.7056 4.8242  N14 1.453, C16 1.545, H57 1.133
16 C -0.1636 -1.5732 5.2770  C15 1.545, C17 1.581, H58 1.135
17 C -0.4579 -0.0291 5.4462  C16 1.581, C18 1.560, H59 1.146
18 C 0.8547 0.7409 5.1011  N14 1.449, C17 1.560, H60 1.146
19 N 2.5310 -1.4840 -0.6563  C9 1.510, C20 1.477, H61 1.024
20 C 2.1376 -2.8131 -1.1679  N19 1.477, C21 1.603, H62 1.157, H63 1.151
21 C 0.7446 -2.8849 -1.9584  C20 1.603, N22 1.533, H64 1.136, H65 1.154
22 N -0.4262 -2.3239 -1.1426  C21 1.533, C23 1.494, C26 1.530, C30 1.532
23 C -1.5255 -2.0402 -2.1131  N22 1.494, C24 1.599, H66 1.155, H67 1.156
24 C -1.8836 -3.2058 -3.1472  C23 1.599, N25 1.324, H68 1.144
25 N -2.8641 -2.9856 -4.0099  C24 1.324, H69 1.036
26 C -0.7695 -3.5163 -0.2470  N22 1.530, C27 1.588, H70 1.155, H71 1.155
27 C -2.0363 -3.3276 0.6914  C26 1.588, C28 1.630, Cl29 1.862, H72 1.136
28 C -2.7281 -4.7959 0.8414  C27 1.630, H73 1.140, H74 1.157, H75 1.151
29 Cl -1.6121 -2.8371 2.4364  C27 1.862
30 C 0.0052 -1.1211 -0.2978  C9 1.597, N22 1.532, C31 1.592, H76 1.164
31 C -1.1547 -0.1070 0.1044  C30 1.592, C32 1.592, H77 1.155, H78 1.158
32 C -1.5798 1.0375 -0.9179  C31 1.592, C33 1.626, H79 1.160, H80 1.134
33 C -1.5597 2.4713 -0.1523  C32 1.626, O34 1.449, H81 1.158, H82 1.140
34 O -2.3303 2.4506 1.0744  C33 1.449, C35 1.436
35 C -1.9715 3.5377 1.9415  O34 1.436, C36 1.595, O37 1.259
36 C -0.5652 3.7022 2.6749  C35 1.595, H83 1.155, H84 1.138, H85 1.157
37 O -2.8304 4.4390 2.1261  C35 1.259
38 H -2.9240 2.5943 -4.2733  C1 1.141
39 H -2.9134 1.8800 -5.9702  C1 1.150
40 H -3.6350 3.5371 -5.6864  C1 1.151
41 H -0.3968 3.5414 -3.3643  C5 1.142
42 H -0.6541 1.7592 -3.9367  C5 1.158
43 H 2.2180 3.2537 -3.8795  C6 1.137
44 H 1.8125 1.4270 -4.3007  C6 1.146
45 H 0.7921 2.4236 -1.5776  C7 1.137
46 H 2.6794 2.1904 -1.7296  C7 1.154
47 H 2.4282 -0.1116 -2.7147  C8 1.157
48 H 0.6090 0.0212 -2.7912  C8 1.160
49 H 2.9040 1.0588 0.1932  C10 1.156
50 H 1.0682 1.4459 0.5625  C10 1.148
51 H 0.9808 0.0737 2.3906  C11 1.159
52 H 2.2283 -1.1627 1.8680  C11 1.139
53 H 4.1666 0.2522 2.3949  C12 1.158
54 H 3.1911 1.7936 2.6957  C12 1.155
55 H 3.4392 1.0411 5.0022  C13 1.141
56 H 3.8430 -0.7086 4.4979  C13 1.154
57 H 1.9463 -2.6022 4.5576  C15 1.133
58 H -0.8966 -2.4279 5.4175  C16 1.135
59 H -1.4637 0.4320 5.7446  C17 1.146
60 H 1.0380 1.8721 5.0848  C18 1.146
61 H 3.3883 -1.1104 -1.0729  N19 1.024
62 H 2.9553 -3.1466 -1.9161  C20 1.157
63 H 2.1609 -3.6043 -0.3317  C20 1.151
64 H 0.6020 -3.9700 -2.2612  C21 1.136
65 H 0.7765 -2.2769 -2.9384  C21 1.154
66 H -2.5273 -1.7417 -1.6224  C23 1.155
67 H -1.2367 -1.1203 -2.7507  C23 1.156
68 H -1.3369 -4.2062 -3.2457  C24 1.144
69 H -3.2204 -2.0411 -3.7785  N25 1.036
70 H 0.1199 -3.7981 0.4338  C26 1.155
71 H -0.9658 -4.4698 -0.8690  C26 1.155
72 H -2.8611 -2.6475 0.3074  C27 1.136
73 H -3.7701 -4.7177 1.2982  C28 1.140
74 H -2.8481 -5.2766 -0.2046  C28 1.157
75 H -2.0574 -5.5250 1.4274  C28 1.151
76 H 0.2406 -1.6524 0.7103  C30 1.164
77 H -2.1282 -0.6141 0.4626  C31 1.155
78 H -0.7765 0.4347 1.0553  C31 1.158
79 H -2.7035 0.8823 -1.1591  C32 1.160
80 H -1.0639 1.0617 -1.9272  C32 1.134
81 H -2.0848 3.2245 -0.8573  C33 1.158
82 H -0.5073 2.8275 0.1025  C33 1.140
83 H -0.1905 4.7674 2.4330  C36 1.155
84 H -0.5936 3.5471 3.8022  C36 1.138
85 H 0.2063 3.0026 2.1710  C36 1.157
86 O 2.4448 2.2801 7.0678  H87 0.954
87 H 2.0709 2.5947 7.8870  O86 0.954

Results
Multiplicity: 1
Frontier orbital gap in eV: 3.18
E_tot in eV: -58536.676
M in g/mol: 557.18
HOMO energy in eV: -4.4